Entry 1:
{"formula": "C5H23NO7", "method": "ωB97M-V/def2-TZVPD", "elements": ["H", "C", "H", "H", "H", "O", "H", "H", "N", "O", "H", "H", "H", "H", "H", "O", "H", "H", "O", "H", "O", "H", "H", "H", "H", "O", "O", "H", "C", "H", "H", "C", "C", "H", "C", "H"], "xyz": [[-0.562, -0.497, 1.203], [0.431, -2.173, -0.659], [-2.644, 0.493, 1.061], [0.966, 2.644, -1.194], [-0.825, 1.821, 2.780], [-2.361, -2.122, -2.355], [1.584, 1.562, 1.400], [0.718, -2.648, -1.596], [-1.233, -1.114, 0.775], [0.145, -1.351, 3.325], [0.855, 1.050, -1.505], [-0.795, -0.505, -1.216], [1.615, -0.409, -0.876], [-3.301, -0.845, 0.182], [2.864, 2.756, -1.996], [2.446, 1.835, 1.078], [-0.748, 2.679, 1.516], [3.310, 1.556, -1.253], [-1.378, 1.473, -3.250], [0.308, -2.959, 0.096], [0.460, 1.839, -1.134], [1.497, -0.841, 0.781], [2.730, 2.662, 1.468], [-2.472, -3.088, -0.622], [0.864, -1.300, 3.949], [3.352, 1.940, -2.142], [-0.391, 2.595, 2.406], [-2.202, 1.406, -2.765], [-2.585, -0.602, 0.965], [2.544, -1.742, -0.462], [-2.978, -1.004, 1.904], [-0.910, -1.426, -0.639], [1.597, -1.273, -0.207], [-0.789, 2.064, -2.770], [-2.009, -2.278, -1.209], [-0.100, -2.200, 2.960]], "forces_ev_per_angstrom": [[0.1, -0.1, 0.0], [0.3, -0.1, 1.2], [0.2, 0.0, -0.1], [0.7, -0.4, -0.2], [0.0, 0.0, 0.0], [-0.2, -0.2, 0.3], [-0.2, 0.6, 0.3], [-0.4, 0.2, -0.2], [-0.5, -0.7, -1.0], [-0.7, 1.5, -0.4], [0.7, 0.5, -0.4], [-0.4, -0.1, -0.4], [0.0, 0.0, 0.0], [0.3, -0.3, -0.2], [0.2, 0.2, -0.3], [0.7, -0.5, -0.7], [0.0, 0.0, -0.1], [0.2, -0.1, 0.0], [0.0, -0.1, -0.6], [0.1, -0.2, -0.2], [-1.7, 0.2, 0.7], [0.3, -0.5, 0.4], [-0.5, 0.0, 0.4], [0.2, 0.1, 0.4], [0.2, -0.9, 0.1], [-0.2, -0.1, 0.5], [0.2, -0.1, -0.1], [0.1, 0.1, 0.2], [-0.2, 0.6, 1.0], [0.2, -0.2, 0.8], [-0.1, 0.0, -0.1], [0.6, 0.5, 1.2], [-0.6, 0.4, -1.5], [-0.2, -0.1, 0.4], [0.1, 0.2, -1.4], [0.5, -0.3, 0.3]], "lumo_ev": 0.11, "homo_energy_ev": -9.2, "e_above_lowest_ev": 2.3482, "smiles": "CC[C@@H](C=O)NC.O.O.O.O.O.O"}


Entry 2:
{"formula": "C5H24N2O5", "method": "ωB97M-V/def2-TZVPD", "elements": ["H", "O", "H", "H", "O", "H", "H", "H", "H", "N", "C", "H", "O", "H", "O", "H", "C", "C", "H", "H", "H", "H", "H", "H", "H", "C", "H", "H", "H", "H", "H", "H", "H", "N", "O", "C"], "xyz": [[-3.325, -0.990, -1.140], [1.381, 2.246, -1.481], [-0.197, 1.619, 3.287], [-0.663, -2.108, 3.003], [-0.233, -1.433, 3.546], [1.102, -0.527, -3.781], [0.933, -2.395, 0.676], [-2.926, 0.437, -2.066], [-2.454, -1.747, 1.294], [-1.513, -1.951, 1.000], [0.733, -1.533, 0.038], [-1.477, -2.875, 0.586], [-1.312, 3.018, -1.096], [1.370, 0.372, 0.405], [-0.246, 1.496, 2.332], [-2.863, 0.328, -0.263], [-1.172, -0.602, -1.176], [-0.683, -1.003, 0.244], [0.665, -1.349, 3.207], [2.906, -1.986, 1.224], [0.859, -1.983, -0.947], [3.611, -0.302, 1.215], [2.321, -0.807, 2.338], [-0.953, -1.280, -1.991], [2.319, 2.454, -1.630], [2.729, -0.918, 1.322], [1.332, 1.564, -2.181], [-0.379, 0.541, 2.317], [-0.827, -0.146, 0.885], [0.262, 0.600, -4.338], [-0.477, 0.227, -1.252], [-0.622, 2.469, -1.488], [-0.848, 3.545, -0.442], [1.807, -0.529, 0.252], [0.996, 0.430, -3.733], [-2.618, -0.159, -1.210]], "forces_ev_per_angstrom": [[0.3, -0.5, -0.4], [1.1, -0.5, -0.9], [0.0, 0.4, 0.0], [0.0, 0.2, -0.4], [0.1, 0.3, 0.4], [0.1, 0.0, 0.2], [-0.2, 0.1, 0.5], [0.2, 0.2, 0.1], [-0.1, 0.6, -0.5], [0.9, -1.9, -0.1], [1.0, 0.1, 0.9], [-0.3, 0.0, 0.0], [-0.4, -0.2, -0.2], [0.3, 0.1, 0.1], [0.1, -0.2, 0.4], [0.2, 0.8, -0.2], [-0.2, 0.9, 1.0], [-1.8, -1.2, -0.7], [-0.1, -0.2, 0.0], [0.6, 0.1, -0.2], [-0.3, 0.3, -0.4], [0.4, -0.2, 0.3], [0.1, 0.3, 0.0], [0.2, -0.5, 0.2], [-0.3, 0.5, 0.6], [-0.9, 0.3, -0.3], [-0.6, -0.1, 0.2], [0.0, -0.1, 0.0], [0.9, 0.7, -0.5], [0.1, 0.2, 0.2], [-0.1, 0.6, -1.0], [0.0, 0.3, 0.2], [0.1, 0.0, 0.1], [-0.6, -0.8, -0.1], [-0.2, -0.2, -0.3], [-0.6, -0.4, 0.8]], "lumo_ev": 0.36, "homo_energy_ev": -8.6, "e_above_lowest_ev": 1.8485, "smiles": "CC[C@@H](N)CNC.O.O.O.O.O"}


Entry 3:
{"formula": "C5H24N2O6", "method": "ωB97M-V/def2-TZVPD", "elements": ["H", "C", "H", "H", "H", "H", "H", "H", "C", "O", "O", "H", "C", "N", "H", "H", "H", "O", "C", "H", "N", "O", "H", "H", "H", "C", "O", "H", "H", "H", "H", "H", "H", "H", "H", "H", "O"], "xyz": [[-1.054, 2.013, 3.783], [2.986, 0.045, -1.357], [-2.237, 2.061, -2.812], [1.099, 1.626, 2.366], [-0.748, 2.608, -0.401], [-1.887, 1.225, 2.442], [-1.605, -2.203, -0.163], [1.283, -0.756, 2.535], [-0.931, 1.169, 2.951], [0.950, -2.106, -2.745], [-1.485, 2.913, -0.953], [0.732, -1.798, -1.847], [1.393, -0.022, 0.531], [0.135, 1.665, 2.005], [1.180, -0.918, -1.186], [-1.607, 0.944, -2.083], [2.245, 0.546, 0.867], [-0.789, 0.028, 3.671], [-0.033, 0.743, 0.751], [3.381, 1.123, -1.580], [1.652, -0.068, -0.946], [-1.952, 1.113, -2.938], [-2.572, -0.304, -1.721], [-0.296, 1.420, -0.108], [0.619, -1.269, -3.100], [1.500, -1.191, 1.543], [-1.575, -2.737, 0.640], [3.779, -0.096, -0.494], [-0.893, -0.019, 0.414], [-0.674, -0.695, 3.007], [2.459, -1.540, 1.459], [-2.189, -3.477, 0.315], [-2.645, -1.620, -2.460], [-2.145, 3.171, -0.123], [3.576, -0.430, -2.217], [0.762, -1.984, 1.517], [-2.416, -1.183, -1.565]], "forces_ev_per_angstrom": [[0.5, -1.6, -1.7], [5.2, 2.1, -0.3], [0.4, -1.3, -0.4], [-0.8, -0.3, 0.0], [0.0, 0.9, -0.5], [0.0, -0.2, -0.6], [-0.1, 0.4, -0.1], [0.7, 0.3, -0.5], [-0.2, 5.0, 2.4], [-0.4, 1.2, 1.0], [-2.6, 1.1, 3.9], [-0.6, -2.7, -0.6], [-1.0, 2.6, -0.1], [-2.4, -3.2, -1.1], [-0.1, 0.7, -1.1], [0.9, 0.1, 1.1], [-0.2, 1.1, 0.2], [1.2, -2.1, -1.1], [1.1, 0.5, -2.0], [-1.4, -1.0, 0.5], [1.1, -2.3, 3.5], [-1.0, 1.6, -1.0], [-1.1, 3.3, -0.8], [1.5, -1.1, 0.9], [0.0, -0.2, -1.6], [-2.6, 0.4, -0.4], [-1.1, -1.7, -1.0], [-1.9, 0.0, -0.8], [1.4, 1.0, 2.5], [-0.5, 0.3, 1.0], [2.4, -1.2, 0.2], [1.3, 1.3, 1.2], [0.6, 1.0, 2.2], [2.2, -0.7, -3.4], [-2.4, -0.3, 0.6], [-0.2, -0.3, -0.8], [0.4, -4.7, -1.4]], "lumo_ev": [-2.96, -8.45], "s_squared": 0.755, "total_charge": 1, "spin_multiplicity": 2, "homo_energy_ev": [-13.6, -13.5], "e_above_lowest_ev": 5.4400}


Entry 4:
{"formula": "C5H24N2O8", "method": "ωB97M-V/def2-TZVPD", "elements": ["O", "N", "H", "H", "O", "H", "H", "O", "H", "H", "H", "H", "H", "H", "H", "H", "O", "O", "H", "C", "H", "O", "C", "O", "C", "H", "N", "H", "H", "H", "C", "C", "H", "H", "H", "O", "H", "H", "H"], "xyz": [[-0.455, -1.853, 3.761], [1.877, 0.283, -2.767], [-0.939, 2.479, -0.466], [-4.384, 1.137, -1.541], [-3.550, 0.686, -1.357], [1.905, 0.130, 2.423], [3.277, 1.657, 0.375], [0.597, 1.989, 0.253], [-2.892, 1.370, -1.214], [0.290, -0.990, 0.545], [1.390, 1.052, -3.184], [-0.956, -2.681, 3.797], [2.823, 0.252, 0.485], [-2.122, -1.498, -1.229], [-2.009, 0.153, -2.660], [-0.770, -2.601, -1.326], [-1.615, 2.516, -1.145], [2.012, 1.122, 2.356], [-1.171, 2.036, -1.931], [-0.243, -0.613, -1.982], [1.681, -1.174, -1.282], [3.054, 0.913, -0.165], [-1.008, -1.546, -1.063], [1.845, -1.544, 2.423], [-1.620, -0.251, 0.992], [1.133, 1.579, -0.400], [-0.997, 0.221, -2.857], [2.695, 0.648, -2.388], [1.783, 1.481, 3.166], [1.016, -1.730, 2.933], [1.104, -0.543, -1.921], [-0.720, -1.311, 0.413], [2.561, -1.930, 2.941], [1.003, 1.730, 1.101], [-0.819, 0.020, -3.824], [-1.860, -0.227, 2.179], [-1.068, -1.259, 3.278], [-0.832, -2.226, 0.982], [-2.014, 0.524, 0.300]], "forces_ev_per_angstrom": [[-0.3, -0.5, 0.2], [-1.4, -0.8, -0.7], [0.6, 0.0, 0.6], [0.3, -0.1, 0.1], [-1.1, -0.9, -0.3], [0.1, 0.5, 0.2], [0.2, 0.8, 0.5], [-1.2, 0.8, 1.1], [0.5, 1.1, 0.2], [0.8, 0.3, 0.1], [-0.7, 0.1, -0.2], [0.4, 0.1, 0.1], [0.0, -0.4, 0.1], [1.1, 0.3, 0.0], [0.7, -0.1, -0.3], [0.0, 0.5, 0.2], [0.2, -0.8, -2.3], [0.7, -1.5, -2.1], [-0.8, 0.9, 1.5], [0.5, -0.2, 0.5], [0.1, -0.4, 0.4], [0.4, -0.6, -0.8], [-0.7, -0.9, -0.6], [0.0, -0.1, 0.1], [0.7, 0.0, -0.2], [0.9, -0.7, -1.0], [-0.5, 0.1, 0.4], [1.6, 0.2, 1.1], [-0.7, 1.0, 2.6], [0.1, -0.1, -0.1], [-0.9, 1.0, -1.1], [-1.0, -0.1, -0.4], [0.0, 0.0, -0.1], [0.0, 0.1, -0.1], [0.0, 0.0, -0.4], [-0.5, 0.4, 0.2], [0.0, 0.3, -0.2], [-0.1, -0.1, 0.3], [0.1, -0.4, 0.5]], "lumo_ev": 0.30, "homo_energy_ev": -7.4, "e_above_lowest_ev": 0.9058, "smiles": "N/C=C(\\N)CCC=O.O.O.O.O.O.O.O"}


Number 1: electronic energy -21379.5987 eV, largest force on an atom 1.86 eV Å⁻¹. Number 2: electronic energy -18791.2010 eV, largest force on an atom 2.31 eV Å⁻¹. Number 3: electronic energy -20825.5958 eV, largest force on an atom 5.63 eV Å⁻¹. Number 4: electronic energy -24935.1604 eV, largest force on an atom 2.85 eV Å⁻¹.